[1]
{"formula": "C4H7N3O2", "method": "the ωB97M-V functional and the def2-TZVPD basis", "homo_ha": -0.3374, "relative_energy_ev": 4.697, "smiles": "[H]/N=C(/NC=O)NCC=O", "total_energy_ev": -12822.8331, "multiplicity": 1, "elements": ["H", "N", "C", "N", "C", "O", "N", "C", "C", "O", "H", "H", "H", "H", "H", "H"], "coordinates": [[0.92289, -1.75389, 2.09699], [1.69654, -1.11422, 1.84953], [0.93127, -0.28543, 1.11293], [1.72276, 0.72031, 0.32598], [1.81115, 1.02342, -1.00231], [1.44516, 0.45758, -2.02212], [-0.37663, -0.42565, 0.58937], [-1.19790, 0.29258, -0.56664], [-2.58631, -0.58090, -0.54540], [-2.62778, -1.35516, 0.37188], [2.42430, 0.83344, 0.94668], [2.21083, 2.19838, -1.18656], [-0.81998, -1.24609, 1.04520], [-0.55816, 0.28268, -1.52446], [-1.44556, 1.45497, -0.07163], [-3.55258, -0.50202, -1.41944]]}

***

[2]
{"formula": "C4H7N3OS", "method": "the ωB97M-V functional and the def2-TZVPD basis", "homo_ha": -0.2398, "relative_energy_ev": 5.003, "total_energy_ev": -21609.8240, "multiplicity": 1, "elements": ["C", "C", "C", "C", "N", "N", "N", "O", "S", "H", "H", "H", "H", "H", "H", "H"], "coordinates": [[2.32089, -2.18728, -0.12865], [1.42943, -1.47372, 0.66120], [0.33732, 0.66321, 0.26787], [-3.04468, 1.91106, -0.22843], [2.52756, -1.58936, -1.31983], [1.66144, -0.56466, -1.29270], [1.07966, -0.34021, -0.08573], [-2.17233, 1.30444, -0.77644], [-3.74975, 1.30947, 1.26782], [2.96780, -2.90342, 0.14756], [1.27418, -1.58985, 1.74859], [-0.18742, 0.48919, 1.12627], [0.21899, 1.48537, -0.26771], [-3.47693, 2.97325, -0.39378], [1.74030, 0.20915, -1.94950], [-2.92647, 0.30338, 1.22345]]}

***

[3]
{"formula": "C4H7N3S", "method": "the ωB97M-V functional and the def2-TZVPD basis", "homo_ha": -0.3086, "relative_energy_ev": 2.250, "smiles": "C/C(C=S)=N/N=C\\N", "total_energy_ev": -19565.5277, "multiplicity": 1, "elements": ["C", "C", "C", "S", "N", "N", "C", "N", "H", "H", "H", "H", "H", "H", "H"], "coordinates": [[1.62203, 1.58221, -0.02085], [1.02378, 0.20155, -0.03636], [1.91099, -0.97954, -0.00744], [3.52524, -0.93431, 0.06292], [-0.25630, 0.10219, -0.06571], [-0.78217, -1.18905, -0.10224], [-2.07414, -1.15458, -0.01031], [-2.84782, -0.07530, 0.15200], [2.29687, 1.73565, -0.88227], [0.81168, 2.32113, -0.04897], [2.21906, 1.74864, 0.89186], [1.39927, -1.92218, -0.05342], [-2.57352, -2.12694, -0.03952], [-3.85037, -0.14024, 0.05069], [-2.42459, 0.83077, 0.10962]]}

***

[4]
{"formula": "C4H7N4", "method": "the ωB97M-V functional and the def2-TZVPD basis", "homo_ha": [-0.4699, -0.4700], "relative_energy_ev": 5.475, "total_charge": 1, "total_energy_ev": -10209.7471, "multiplicity": 1, "elements": ["C", "C", "C", "C", "N", "N", "N", "N", "H", "H", "H", "H", "H", "H", "H"], "coordinates": [[0.57862, 1.17187, -0.18456], [-0.52476, -0.22223, 2.28338], [0.22525, 0.22641, -1.36668], [-0.79916, -1.36086, -0.09520], [1.73672, 1.13346, 0.35363], [-0.45217, -0.35673, 1.11619], [2.75283, 1.16640, 0.83261], [-0.95960, -0.57700, -1.21451], [0.00443, 2.18295, -0.12355], [-0.19610, 0.31364, 3.17836], [0.06710, 0.66125, -2.26672], [0.95283, -0.46501, -1.57699], [0.14460, -1.77507, 0.04767], [-1.61052, -1.82315, 0.40384], [-1.92008, -0.27591, -1.38748]]}